ORCA calculation (ωB97M-V/def2-TZVPD) on a cluster of 2 separate species, C2HF2NS in total at a distorted geometry.

For the calculated total energy, the calculation gives -729.414181 Eh. As for the orbital gap: 10.21 eV. The relative energy (zero: lowest compared OMol25 entry of this formula, charge and spin) comes out at 17.40 kcal/mol. For the strongest force on any atom, the calculation gives 2.559 eV/A.

Atoms and positions in Å:
C  -1.636  -1.048  -0.411
C  1.946  0.900  -0.017
N  -2.702  -1.296  -0.070
F  1.494  0.147  0.961
F  1.320  0.534  -1.072
S  3.097  1.979  0.103
H  -3.519  -1.215  0.507


ORCA calculation (ωB97M-V/def2-TZVPD) on a cluster of 9 separate species, C44H63Cl2FINO28 in total at a distorted geometry.

For the calculated total energy, the calculation gives -5193.838487 Eh. As for the orbital gap: 9.03 eV. For the strongest force on any atom, the calculation gives 2.920 eV/A.

Atoms and positions in Å:
C  -7.887  -2.547  3.694
C  -7.363  -1.939  2.374
O  -6.077  -1.389  2.648
C  -5.382  -1.035  1.440
C  -5.217  0.500  1.375
C  -3.761  0.998  1.525
O  -3.502  1.971  2.572
C  -3.360  3.213  2.041
O  -3.144  4.144  2.708
C  -3.580  3.115  0.470
C  -2.865  4.335  -0.172
C  -1.993  4.141  -1.425
C  -1.243  5.474  -1.638
N  0.003  5.645  -0.910
O  -1.649  6.339  -2.315
C  -5.116  3.385  0.391
Cl  -6.045  3.524  1.903
C  -5.855  3.547  -0.685
C  -7.344  3.813  -0.644
Cl  -5.148  3.504  -2.278
C  -3.041  1.651  0.339
C  -1.493  1.700  0.516
C  -0.827  0.796  1.549
C  0.647  0.543  1.137
F  -0.755  1.422  2.796
C  -3.451  1.061  -1.033
C  -2.744  -0.222  -1.550
C  -2.255  -1.275  -0.545
I  -4.187  -1.228  -2.866
H  -8.325  -1.741  4.285
H  -7.043  -2.921  4.277
H  -8.584  -3.339  3.454
H  -8.023  -1.099  2.113
H  -7.341  -2.725  1.618
H  -6.029  -1.341  0.615
H  -4.438  -1.582  1.480
H  -5.745  0.886  2.251
H  -5.748  0.909  0.516
H  -3.294  0.119  1.975
H  -3.629  5.067  -0.434
H  -2.249  4.856  0.571
H  -2.526  3.969  -2.356
H  -1.204  3.390  -1.355
H  -0.140  5.399  0.068
H  0.702  4.990  -1.252
H  -7.664  4.161  -1.626
H  -7.909  2.940  -0.324
H  -7.494  4.653  0.036
H  -1.034  1.471  -0.447
H  -1.120  2.704  0.750
H  -1.263  -0.185  1.705
H  1.000  -0.443  1.437
H  0.822  0.703  0.072
H  1.243  1.294  1.665
H  -3.226  1.827  -1.778
H  -4.524  0.912  -1.125
H  -1.932  0.055  -2.218
H  -2.420  -2.278  -0.934
H  -1.167  -1.174  -0.444
H  -2.668  -1.212  0.455
O  2.766  1.012  -1.923
C  3.341  0.058  -1.501
O  4.686  -0.070  -1.448
C  4.989  -1.242  -0.674
C  3.725  -2.053  -0.816
O  2.723  -1.046  -1.008
H  5.883  -1.755  -1.065
H  5.179  -0.942  0.359
H  3.740  -2.705  -1.692
H  3.507  -2.651  0.067
O  1.671  4.202  8.073
C  0.967  3.875  7.174
O  -0.140  4.554  6.776
C  -0.581  3.986  5.537
C  -0.004  2.594  5.595
O  1.162  2.771  6.408
H  -1.666  3.992  5.471
H  -0.173  4.575  4.713
H  -0.672  1.884  6.087
H  0.260  2.210  4.615
O  7.581  -2.146  -1.035
C  8.452  -1.928  -1.823
O  9.758  -1.802  -1.497
C  10.506  -1.775  -2.718
C  9.485  -1.301  -3.719
O  8.256  -1.774  -3.149
H  11.353  -1.109  -2.639
H  10.866  -2.783  -2.933
H  9.443  -0.213  -3.794
H  9.640  -1.717  -4.712
O  14.448  -0.896  -2.138
C  13.913  -0.856  -1.076
O  14.510  -0.464  0.072
C  13.492  -0.333  1.070
C  12.405  -1.243  0.552
O  12.618  -1.199  -0.864
H  13.865  -0.634  2.046
H  13.178  0.711  1.117
H  12.519  -2.273  0.893
H  11.406  -0.896  0.804
O  -2.353  2.328  -3.643
C  -1.948  1.864  -4.665
O  -0.741  2.154  -5.210
C  -0.521  1.242  -6.287
C  -1.925  0.838  -6.664
O  -2.632  0.979  -5.429
H  0.013  1.725  -7.102
H  0.074  0.402  -5.922
H  -2.370  1.507  -7.403
H  -1.987  -0.185  -7.030
O  14.040  2.138  -7.275
C  14.755  1.594  -6.501
O  15.766  0.752  -6.845
C  16.532  0.485  -5.668
C  15.539  0.750  -4.563
O  14.673  1.727  -5.152
H  16.898  -0.539  -5.668
H  17.384  1.166  -5.640
H  14.953  -0.130  -4.306
H  16.005  1.138  -3.661
O  -9.580  -5.440  4.243
C  -10.434  -4.851  4.827
O  -10.519  -3.498  4.913
C  -11.791  -3.183  5.485
C  -12.133  -4.442  6.243
O  -11.453  -5.449  5.492
H  -11.718  -2.310  6.130
H  -12.498  -2.973  4.680
H  -11.742  -4.437  7.263
H  -13.202  -4.639  6.275
O  -7.260  -4.487  -1.151
C  -7.524  -5.371  -0.403
O  -7.982  -6.593  -0.780
C  -7.960  -7.441  0.372
C  -8.028  -6.453  1.511
O  -7.407  -5.294  0.948
H  -8.802  -8.130  0.360
H  -7.031  -8.015  0.368
H  -9.051  -6.204  1.793
H  -7.493  -6.788  2.396


ORCA calculation (ωB97M-V/def2-TZVPD) on a structure of composition C24H35HfN2 at a distorted geometry.

The net charge is +1. For the calculated total energy, the calculation gives -1092.802129 Eh. As for the orbital gap: 7.12 eV. The relative energy (zero: lowest compared OMol25 entry of this formula, charge and spin) comes out at 0.00 kcal/mol. For the strongest force on any atom, the calculation gives 5.135 eV/A.

Atoms and positions in Å:
C  1.181  -2.167  0.418
C  2.077  -1.350  -0.356
C  1.535  -1.238  -1.678
C  0.267  -1.903  -1.705
C  0.053  -2.499  -0.418
Hf  0.000  -0.142  0.052
C  -2.514  1.478  -0.587
C  -2.169  0.928  0.651
H  -2.041  1.587  1.527
C  -2.034  -0.521  0.858
H  -2.726  -1.182  0.325
H  -1.959  -0.847  1.907
C  -2.598  2.949  -0.828
H  -2.024  3.533  -0.102
H  -2.172  3.172  -1.811
H  -3.631  3.319  -0.841
C  -3.035  0.619  -1.699
H  -2.841  -0.457  -1.590
H  -4.125  0.724  -1.849
H  -2.559  0.906  -2.644
C  3.381  -0.789  0.105
H  3.338  -0.494  1.163
H  4.200  -1.516  -0.010
H  3.648  0.106  -0.473
C  2.265  -0.656  -2.837
H  2.648  0.350  -2.615
H  3.130  -1.286  -3.105
H  1.628  -0.574  -3.725
C  -0.581  -2.148  -2.906
H  -0.600  -1.284  -3.578
H  -0.198  -3.000  -3.489
H  -1.617  -2.376  -2.627
C  -1.020  -3.476  -0.064
H  -1.966  -3.232  -0.567
H  -0.737  -4.497  -0.369
H  -1.209  -3.489  1.018
C  1.452  -2.744  1.771
H  0.519  -2.980  2.306
H  2.033  -3.680  1.691
H  2.033  -2.052  2.399
C  0.146  1.465  -1.517
C  0.466  2.629  -0.839
C  -0.052  1.507  -2.908
C  0.989  3.726  -1.550
H  0.418  2.621  0.275
C  0.334  2.648  -3.620
H  -0.437  0.646  -3.459
C  0.925  3.729  -2.945
H  1.394  4.577  -1.007
H  0.225  2.669  -4.704
H  1.321  4.570  -3.512
C  1.324  -0.518  5.244
N  0.377  0.302  4.434
C  -0.832  0.865  5.106
C  0.455  0.279  3.155
N  0.632  0.338  1.973
H  1.040  -0.406  6.293
H  2.355  -0.162  5.090
H  1.260  -1.580  4.950
H  -0.927  1.938  4.873
H  -1.739  0.337  4.768
H  -0.707  0.727  6.183


Q: Which of these has the lowest orbital gap?
A: C24H35HfN2